118
Properties=species:S:1:pos:R:3 method="wB97M-V/def2-TZVPD" multiplicity=1 total_charge=-2 e_homo_ha=-0.0144 largest_force_ev_per_a=2.099 energy_ev=-111076.3936
Mg 0.0897 -0.8664 0.3550
N 3.7151 0.5134 -0.6695
C 2.4542 0.0672 -0.8714
O 1.6232 0.2745 0.0234
C 2.1623 -0.6427 -2.1559
C 0.9187 -0.0989 -2.9134
H 3.9012 1.0086 0.1909
H 4.3833 0.5587 -1.4147
H 2.0100 -1.6860 -1.8548
H 3.0529 -0.6038 -2.7900
H 0.0882 -0.8020 -2.7836
H 1.1522 -0.0929 -3.9828
S -0.7899 -0.2208 2.4555
C -0.9464 2.5271 6.3196
C 0.3521 2.0500 6.2776
C 1.0358 1.9735 5.0691
C 0.4185 2.3574 3.8849
C -0.8929 2.8370 3.9382
C -1.5675 2.9281 5.1404
P 1.1551 2.2101 2.2085
C 2.8331 1.5841 2.6678
C 3.9572 2.3853 2.8796
C 5.1800 1.8227 3.2240
C 5.3012 0.4479 3.3699
C 4.1918 -0.3601 3.1556
C 2.9713 0.1983 2.8080
C 1.6189 3.9903 1.9572
C 1.2026 5.0716 2.7316
C 1.4719 6.3741 2.3280
C 2.1620 6.6249 1.1525
C 2.5813 5.5568 0.3669
C 2.2974 4.2641 0.7640
H -1.4778 2.5804 7.2632
H 0.8406 1.7258 7.1903
H 2.0499 1.5967 5.0564
H -1.3784 3.1187 3.0105
H -2.5882 3.2925 5.1656
H 3.8861 3.4600 2.7868
H 6.0386 2.4645 3.3903
H 6.2532 0.0144 3.6552
H 4.2818 -1.4343 3.2665
H 2.0996 -0.4270 2.6340
H 0.6648 4.9001 3.6548
H 1.1326 7.2054 2.9370
H 2.3556 7.6446 0.8408
H 3.1204 5.7357 -0.5563
H 2.5976 3.4244 0.1439
C -2.4747 1.0327 -4.0726
C -1.1756 1.8233 -4.1615
Sb -0.1389 1.9955 -2.2329
C -1.4101 4.1739 -1.9123
C -1.8520 5.1891 -2.9714
C 1.6671 2.9608 -3.1020
C 1.3896 4.1631 -3.9930
H -2.9783 0.9616 -5.0452
H -3.1668 1.5124 -3.3755
H -2.2836 0.0177 -3.7147
H -1.3788 2.8370 -4.5120
H -0.5003 1.3474 -4.8773
H -0.8916 4.7038 -1.1017
H -2.3187 3.7482 -1.4560
H -1.0040 5.7457 -3.3813
H -2.5592 5.9413 -2.5835
H -2.3451 4.6912 -3.8143
H 2.2170 2.1976 -3.6575
H 2.2960 3.2675 -2.2597
H 0.8670 3.8650 -4.9042
H 2.3129 4.6803 -4.2862
H 0.7585 4.8750 -3.4646
O -1.7699 -1.0751 -0.1516
S -2.6582 -0.8690 1.0758
C -3.2212 0.8823 1.0032
C -4.6179 1.0013 0.4042
C -4.7846 -0.1433 -0.5937
C -4.3057 -1.3721 0.1407
H -2.4682 1.3785 0.3882
H -3.1568 1.2558 2.0225
H -4.7489 1.9717 -0.0836
H -5.3735 0.9088 1.1917
H -4.1404 0.0373 -1.4570
H -5.8213 -0.2204 -0.9494
H -4.0855 -2.2229 -0.5053
H -5.0047 -1.6908 0.9207
N 0.9799 -2.6743 0.3776
P 0.0552 -3.7430 -0.1953
C -1.5744 -4.1325 0.5810
C -1.6984 -3.7175 1.9049
C -2.8306 -4.0390 2.6400
C -3.8443 -4.7847 2.0587
C -3.7334 -5.1919 0.7351
C -2.6038 -4.8698 -0.0007
C 0.8036 -5.4334 -0.0843
C 1.9761 -5.5213 0.6579
C 2.6345 -6.7342 0.8003
C 2.1201 -7.8744 0.1965
C 0.9511 -7.7938 -0.5492
C 0.2946 -6.5801 -0.6875
C -0.3367 -3.6798 -1.9946
C 0.7068 -4.0141 -2.8609
C 0.5824 -3.8367 -4.2289
C -0.5926 -3.3107 -4.7510
C -1.6167 -2.9319 -3.8966
C -1.4862 -3.0993 -2.5252
H -0.9012 -3.1169 2.3339
H -2.9246 -3.6955 3.6627
H -4.7294 -5.0428 2.6294
H -4.5363 -5.7595 0.2776
H -2.5362 -5.1870 -1.0354
H 2.3443 -4.6004 1.0993
H 3.5512 -6.7955 1.3756
H 2.6320 -8.8243 0.3029
H 0.5547 -8.6830 -1.0270
H -0.6135 -6.5191 -1.2756
H 1.6201 -4.4198 -2.4386
H 1.4025 -4.0899 -4.8914
H -0.6972 -3.1747 -5.8212
H -2.5161 -2.4901 -4.3098
H -2.2717 -2.7660 -1.8586